Model 1:
The following is a quantum chemistry calculation of a single C5H12O molecule, from OMol25.

ORCA input file:
```
! wB97M-V def2-TZVPD RIJCOSX def2/J DEFGRID3
* xyz 0 1
C 1.959 -0.004 -0.867
C 1.554 0.497 0.529
O 0.294 0.098 1.038
C -0.776 0.110 0.107
C -0.908 -1.294 -0.477
C -2.062 0.514 0.813
H 1.133 0.010 -1.584
H 2.367 -1.020 -0.850
H 2.722 0.671 -1.267
H 2.276 0.137 1.271
H 1.612 1.596 0.525
H -0.575 0.855 -0.680
H -1.694 -1.351 -1.236
H -1.149 -1.979 0.342
H 0.031 -1.641 -0.916
H -1.989 1.511 1.257
H -2.305 -0.203 1.604
H -2.884 0.516 0.088
*
```

Values from the calculation:
SMILES = CCOC(C)C
HOMO = -9.545 eV

Here are the Löwdin charges for atoms 1 to 4, given in e:
1 C -0.0906
2 C -0.2511
3 O -0.1379
4 C -0.4793

Model 2:
The following is a quantum chemistry calculation of 3 unconnected molecules or ions with the total composition C5H12O, from OMol25.

ORCA input file:
```
! wB97M-V def2-TZVPD RIJCOSX def2/J DEFGRID3
* xyz 0 1
C -0.179 1.226 1.054
C -0.820 0.401 0.222
C -1.251 0.826 -1.157
C -1.148 -1.019 0.593
H 0.057 2.250 0.773
H 0.119 0.907 2.050
H -0.899 1.832 -1.405
H -2.345 0.816 -1.238
H -0.872 0.126 -1.913
H -2.226 -1.202 0.508
H -0.836 -1.256 1.614
H -0.644 -1.716 -0.090
H 0.838 -1.572 -3.102
H 1.207 -1.593 -2.453
C 2.237 0.041 -0.395
O 2.255 -1.165 -0.425
H 2.629 0.615 0.466
H 1.842 0.647 -1.235
*
```

Values from the calculation:
SMILES = C=C(C)C.[H][H].C=O
HOMO = -9.523 eV

Here are the Löwdin charges for atoms 1 to 4, given in e:
1 C 0.0020
2 C -0.4454
3 C -0.0773
4 C -0.0696

Model 3:
The following is a quantum chemistry calculation of a molecular structure, C5H12O, from OMol25.

ORCA input file:
```
! wB97M-V def2-TZVPD RIJCOSX def2/J DEFGRID3
* xyz 0 1
C -0.725 0.342 -1.717
C -1.180 1.300 -0.135
O -0.571 0.796 1.001
C -0.032 -0.441 0.665
C 1.219 -0.087 -0.405
C 0.612 -1.061 1.898
H -0.084 -0.519 -2.073
H -0.520 1.105 -2.461
H -1.696 -0.105 -1.770
H -1.125 2.412 -0.008
H -2.241 1.033 -0.177
H -0.855 -1.095 0.296
H 1.715 -1.042 -0.550
H 1.726 0.614 0.241
H 1.368 0.401 -1.404
H -0.074 -1.290 2.726
H 1.369 -0.371 2.281
H 1.094 -1.993 1.591
*
```

Values from the calculation:
HOMO = -9.509 eV

Here are the Löwdin charges for atoms 1 to 4, given in e:
1 C -0.0874
2 C -0.1173
3 O -0.1607
4 C -0.4251

Stability order, top to bottom: model 1, model 2, model 3

Model 1:
The following is a quantum chemistry calculation of a single C4H10NP molecule, from OMol25.

ORCA input file:
```
! wB97M-V def2-TZVPD RIJCOSX def2/J DEFGRID3
* xyz 0 1
H 3.751 -0.452 0.263
N 2.835 -0.716 0.290
P 1.580 0.988 -0.146
C -0.177 0.272 -0.143
C -0.213 -0.512 1.259
C -0.343 -0.688 -1.338
C -1.204 1.319 -0.006
H -1.222 -0.967 1.311
H 0.610 -1.211 1.240
H -0.134 0.199 2.109
H -0.296 -0.269 -2.383
H 0.476 -1.587 -1.186
H -1.318 -1.285 -1.396
H -2.190 1.041 0.004
H -1.065 1.824 0.948
H -1.090 2.045 -0.824
*
```

Values from the calculation:
SMILES = [H]/N=P/C(C)(C)C
HOMO (alpha / beta) = -8.875 / -8.875 eV

Here are the Löwdin charges for atoms 1 to 4, given in e:
1 H -0.1875
2 N -0.1447
3 P 0.9966
4 C -0.8897

Model 2:
The following is a quantum chemistry calculation of a single C4H10NP molecule, from OMol25.

ORCA input file:
```
! wB97M-V def2-TZVPD RIJCOSX def2/J DEFGRID3
* xyz 0 1
C 2.383 0.170 0.270
N 1.549 -0.279 -0.564
P -0.106 -0.441 -0.250
C -0.461 -2.109 -0.132
C -0.358 0.289 1.396
C -0.908 0.681 -1.570
H 3.310 0.250 -0.247
H 2.348 0.517 1.281
H 0.109 -2.872 -0.619
H -1.100 -2.428 0.716
H 0.556 0.892 1.690
H -1.238 0.991 1.434
H -0.281 -0.519 2.073
H -0.556 1.668 -1.704
H -0.852 0.146 -2.459
H -1.888 0.701 -1.210
*
```

Values from the calculation:
SMILES = C=NP(=C)(C)C
HOMO = -6.932 eV

Here are the Löwdin charges for atoms 1 to 4, given in e:
1 C -0.0994
2 N -0.1422
3 P 0.6753
4 C -0.2889

Model 3:
The following is a quantum chemistry calculation of a molecular structure, C4H10NP, from OMol25.

ORCA input file:
```
! wB97M-V def2-TZVPD RIJCOSX def2/J DEFGRID3
* xyz 0 1
C -0.193 2.654 1.036
C -0.668 -0.157 -1.886
C 1.567 -0.531 0.179
C -1.139 -1.395 0.665
N -0.082 1.505 1.463
P -0.175 -0.172 -0.238
H -0.730 3.443 1.737
H 0.245 3.041 0.061
H -1.664 -0.446 -1.955
H -0.105 0.647 -2.426
H 1.779 -1.497 -0.017
H 2.231 0.050 -0.337
H 1.610 -0.354 1.247
H -2.286 -1.172 0.407
H -1.014 -2.399 0.325
H -0.860 -1.605 1.638
*
```

Values from the calculation:
HOMO (alpha / beta) = -7.188 / -7.187 eV

Here are the Löwdin charges for atoms 1 to 4, given in e:
1 C -0.3154
2 C -0.2322
3 C -0.2172
4 C -0.2500

Stability order, top to bottom: model 2, model 3, model 1

Model 1:
The following is a quantum chemistry calculation of a single C5H12N2 molecule, from OMol25.

ORCA input file:
```
! wB97M-V def2-TZVPD RIJCOSX def2/J DEFGRID3
* xyz 0 1
C -1.639 1.416 -0.474
C -0.702 0.487 -0.226
C 0.088 0.410 1.191
C 1.475 0.003 0.650
N 2.462 0.980 0.183
N -0.925 -0.832 -0.984
C -0.982 -2.163 -0.487
H -1.665 2.392 0.067
H -2.473 1.063 -1.202
H -0.029 1.419 1.631
H -0.405 -0.252 1.916
H 1.540 -0.776 -0.008
H 1.981 -0.500 1.419
H 1.890 1.758 -0.234
H 2.910 1.403 1.067
H -1.011 -0.696 -1.989
H -0.382 -2.371 0.473
H -1.925 -2.564 -0.241
H -0.616 -2.829 -1.221
*
```

Values from the calculation:
SMILES = C=C(CCN)NC
HOMO = -7.991 eV

Here are the Löwdin charges for atoms 1 to 4, given in e:
1 C 0.0010
2 C -0.2859
3 C -0.0992
4 C -0.3480

Model 2:
The following is a quantum chemistry calculation of 2 unconnected molecules or ions with the total composition C5H12N2, from OMol25.

ORCA input file:
```
! wB97M-V def2-TZVPD RIJCOSX def2/J DEFGRID3
* xyz 0 1
H -1.566 0.255 1.216
N -0.612 0.480 0.943
C 0.280 -0.172 1.544
C 1.724 0.056 1.204
N 0.063 -1.134 2.495
H 2.101 -0.791 0.628
H 2.323 0.151 2.111
H 1.821 0.956 0.611
H 0.821 -1.558 2.994
H -0.870 -1.319 2.814
C -1.494 -0.762 -1.797
C -0.356 -0.094 -1.770
C -0.236 1.384 -1.909
H -2.440 -0.261 -1.905
H -1.532 -1.835 -1.698
H 0.579 -0.628 -1.662
H 0.411 1.632 -2.753
H -1.212 1.836 -2.065
H 0.196 1.801 -1.001
*
```

Values from the calculation:
SMILES = [H]/N=C(/C)N.C=CC
HOMO = -8.612 eV

Here are the Löwdin charges for atoms 1 to 4, given in e:
1 H 0.0599
2 N 0.1164
3 C -0.5707
4 C -0.0381

Model 3:
The following is a quantum chemistry calculation of a molecular structure, C5H12N2, from OMol25.

ORCA input file:
```
! wB97M-V def2-TZVPD RIJCOSX def2/J DEFGRID3
* xyz 0 1
C -0.416 0.288 -1.300
C -0.266 1.178 -0.068
C 1.086 1.852 0.037
C -0.192 -1.037 -0.632
N 1.105 -1.445 -0.420
N -0.830 -1.746 1.493
C -1.187 -1.511 0.203
H 1.819 -1.091 -1.031
H 1.248 -2.091 0.344
H -0.352 -0.512 1.818
H -1.626 -1.990 2.074
H 0.311 0.489 -2.092
H -1.418 0.347 -1.724
H -2.204 -1.194 -0.013
H -1.093 1.880 0.000
H -0.279 0.519 1.126
H 1.305 2.451 -0.851
H 1.866 1.093 0.139
H 1.123 2.522 0.896
*
```

Values from the calculation:
HOMO = -6.754 eV

Here are the Löwdin charges for atoms 1 to 4, given in e:
1 C -0.1640
2 C -0.2452
3 C -0.1329
4 C -0.3862

Model 4:
The following is a quantum chemistry calculation of 2 unconnected molecules or ions with the total composition C5H12N2, from OMol25.

ORCA input file:
```
! wB97M-V def2-TZVPD RIJCOSX def2/J DEFGRID3
* xyz 0 1
C 1.294 -0.845 0.122
C 1.167 0.249 -1.008
C 0.274 1.271 -0.280
N -3.027 -0.824 0.160
C -1.991 -0.102 -0.294
C -0.943 0.604 0.395
N 1.618 -0.407 1.539
H 0.267 -1.397 0.198
H 1.890 -1.627 -0.318
H 2.154 0.694 -1.227
H 0.785 -0.297 -1.885
H -0.008 2.063 -1.042
H 0.929 1.736 0.528
H -3.848 -0.601 -0.408
H -0.700 -1.848 0.125
H -1.938 0.150 -1.362
H -1.280 0.922 1.395
H 0.875 0.236 1.767
H 2.479 0.023 1.596
*
```

Values from the calculation:
HOMO = -7.006 eV

Here are the Löwdin charges for atoms 1 to 4, given in e:
1 C -0.2996
2 C -0.1780
3 C -0.2234
4 N -0.0320

Stability order, top to bottom: model 2, model 1, model 3, model 4